22
Properties=species:S:1:pos:R:3 method="wB97M-V/def2-TZVPD" e_above_lowest_kj_mol=637.1 mol_weight_g_mol=126.2 homo_ev=-8.16 e_lumo_ev=-4.16 total_charge=0 gap_ev=4.01 energy_ev=-12454.555
C -3.00 -0.74 -0.44
C -1.91 0.13 -0.22
C -0.66 -0.20 -1.08
N 0.41 0.67 -0.83
N -1.60 0.00 1.30
H -2.05 1.20 -0.43
H -3.14 -1.61 0.18
H -3.88 -0.46 -1.01
H -0.46 -1.25 -0.83
H 0.79 1.22 -1.57
H 1.24 0.21 -0.35
H -2.34 0.45 1.84
H -1.94 -0.96 1.36
H 3.35 0.41 -0.85
H 4.69 1.21 -0.80
O 3.89 1.05 -1.38
H 0.17 0.26 2.04
H 1.60 0.24 1.66
O 1.02 0.29 2.48
H 2.54 -1.39 0.67
H -1.08 -0.21 -2.10
O 2.36 -0.50 0.36

***

12
Properties=species:S:1:pos:R:3 method="wB97M-V/def2-TZVPD" e_above_lowest_kj_mol=84.9 mol_weight_g_mol=129.0 homo_ev=-10.51 smiles=OCCC(Cl)Cl e_lumo_ev=0.73 total_charge=0 gap_ev=11.23 energy_ev=-30299.831
O -0.28 2.53 -1.82
C 0.41 1.59 -1.02
C -0.53 1.05 0.10
C 0.18 -0.26 0.65
Cl 0.75 -1.28 -0.72
Cl -0.69 -1.25 1.78
H -0.18 3.35 -1.29
H 1.41 1.90 -0.70
H 0.58 0.78 -1.70
H -0.62 1.60 1.01
H -1.46 0.71 -0.40
H 1.17 -0.01 1.27

***

86
Properties=species:S:1:pos:R:3 method="wB97M-V/def2-TZVPD" mol_weight_g_mol=1181.3 homo_ev=0.33 e_lumo_ev=2.31 total_charge=-2 gap_ev=1.98 energy_ev=-146272.109
C -3.58 4.79 -2.84
C -2.56 3.61 -2.76
C -2.48 3.08 -1.30
C -1.31 2.15 -1.04
C -0.04 2.74 -1.07
C 0.19 4.22 -1.34
C 1.11 1.95 -0.87
B 2.59 2.57 -0.93
C 3.06 3.23 -2.30
O 3.40 2.51 0.16
C 0.93 0.61 -0.61
C -0.30 -0.01 -0.54
C -1.43 0.77 -0.77
C -2.82 0.12 -0.76
O -3.16 -0.60 -1.96
C -3.67 0.24 -2.99
C -2.61 0.30 -4.11
O -3.21 0.41 -5.40
C -2.24 0.14 -6.39
C -1.23 1.28 -6.58
N -0.40 -1.42 -0.23
C -0.06 -2.23 -1.38
I 0.60 -1.31 -3.24
C -0.14 -3.56 -1.43
C -0.67 -4.38 -0.28
I 0.38 -4.76 -3.12
C 0.39 -1.71 0.95
C -0.16 -2.31 2.10
P -1.95 -2.75 2.23
O -2.86 -1.85 1.48
C 0.63 -2.59 3.22
C -0.03 -3.31 4.40
C -0.69 -2.35 5.41
O -1.39 -2.80 6.28
I -0.38 -0.23 5.34
C 1.97 -2.24 3.27
S 2.82 -2.61 4.81
O 3.39 -3.89 4.65
O 1.96 -2.43 5.90
F 3.92 -1.53 5.01
C 2.56 -1.63 2.13
P 4.34 -1.23 2.18
O 4.50 0.12 3.01
O 5.13 -2.43 2.90
S 5.26 -1.00 0.48
C 1.74 -1.36 1.04
S 2.34 -0.48 -0.40
H -4.41 4.60 -2.16
H -3.11 5.76 -2.70
H -3.99 4.78 -3.86
H -2.94 2.84 -3.44
H -1.58 3.90 -3.15
H -3.46 2.70 -1.00
H -2.31 3.98 -0.69
H 0.53 4.30 -2.39
H -0.71 4.83 -1.28
H 0.93 4.67 -0.67
H 3.04 4.33 -2.20
H 2.32 2.99 -3.08
H 4.06 2.90 -2.59
H 2.86 2.40 0.95
H -2.81 -0.64 0.03
H -3.63 0.81 -0.55
H -4.54 -0.27 -3.42
H -3.98 1.23 -2.64
H -2.10 -0.67 -4.06
H -1.92 1.12 -3.87
H -2.80 -0.04 -7.32
H -1.67 -0.79 -6.20
H -0.67 1.16 -7.52
H -1.78 2.23 -6.66
H -0.51 1.37 -5.77
H -1.70 -4.05 -0.09
H -0.03 -4.39 0.61
H -0.76 -5.42 -0.59
H -2.08 -4.12 1.90
H -2.32 -2.70 3.59
H 0.77 -3.88 4.88
H -0.73 -4.09 4.07
H 5.37 0.47 2.78
H 5.36 -3.08 2.22
O 4.61 -0.57 8.04
S 3.50 -1.02 8.92
O 3.72 -0.54 10.30
O 3.42 -2.51 8.90
O 2.21 -0.47 8.40

***

82
Properties=species:S:1:pos:R:3 method="wB97M-V/def2-TZVPD" e_above_lowest_kj_mol=0.0 multiplicity=2 mol_weight_g_mol=860.9 homo_ev="-11.29 / -11.32" e_lumo_ev="-3.71 / -3.10" total_charge=+1 s2=0.766 gap_ev="7.59 / 8.22" energy_ev=-202747.970
Cr -0.41 -0.27 0.36
C 0.91 1.31 -2.85
C 1.35 -0.14 -2.61
P 1.57 -0.66 -0.87
C 1.97 -2.44 -0.99
C 1.88 -3.16 -2.17
C 2.21 -4.51 -2.20
C 2.62 -5.14 -1.04
C 2.70 -4.43 0.15
C 2.37 -3.09 0.18
C 3.09 0.06 -0.21
C 4.22 0.25 -1.01
C 5.38 0.77 -0.45
C 5.43 1.08 0.90
C 4.32 0.86 1.71
C 3.15 0.36 1.15
C -0.52 1.64 -2.37
P -0.50 1.95 -0.56
C 0.59 3.40 -0.44
C 1.87 3.36 0.10
C 2.68 4.49 0.06
C 2.22 5.66 -0.53
C 0.93 5.71 -1.06
C 0.12 4.59 -1.01
C -2.12 2.62 -0.11
C -2.27 3.15 1.18
C -3.51 3.61 1.59
C -4.61 3.54 0.73
C -4.46 3.01 -0.54
C -3.21 2.55 -0.96
H 0.95 1.48 -3.93
H 1.64 2.00 -2.41
H 2.29 -0.34 -3.12
H 0.60 -0.82 -3.01
H 1.55 -2.68 -3.09
H 2.15 -5.06 -3.13
H 2.89 -6.19 -1.06
H 3.01 -4.93 1.06
H 2.43 -2.55 1.12
H 4.21 -0.01 -2.06
H 6.25 0.93 -1.07
H 6.34 1.48 1.34
H 4.35 1.10 2.76
H 2.27 0.22 1.78
H -1.19 0.81 -2.58
H -0.90 2.53 -2.88
H 2.23 2.46 0.58
H 3.68 4.45 0.49
H 2.86 6.53 -0.57
H 0.56 6.62 -1.50
H -0.89 4.65 -1.41
H -1.42 3.20 1.85
H -3.63 4.01 2.59
H -5.57 3.90 1.06
H -5.31 2.96 -1.21
H -3.11 2.14 -1.96
Cl -3.87 -0.42 6.46
C -2.78 -0.18 5.14
C -3.22 -0.36 3.84
C -2.31 -0.16 2.83
Cl -2.78 -0.29 1.14
C -0.99 0.19 3.04
O -0.12 0.36 2.01
C -0.59 0.38 4.35
Cl 1.05 0.86 4.66
C -1.47 0.20 5.40
H -4.25 -0.64 3.63
H -1.14 0.35 6.42
Br -4.72 -7.13 -1.95
C -3.61 -5.68 -1.50
C -3.27 -4.76 -2.48
C -2.47 -3.68 -2.14
C -2.01 -3.55 -0.84
C -2.35 -4.48 0.13
C -3.16 -5.56 -0.20
C -1.20 -2.38 -0.46
O -1.10 -1.32 -1.22
O -0.63 -2.30 0.66
H -3.63 -4.89 -3.49
H -2.20 -2.95 -2.89
H -1.98 -4.36 1.14
H -3.44 -6.29 0.55

***

20
Properties=species:S:1:pos:R:3 method="wB97M-V/def2-TZVPD" e_above_lowest_kj_mol=784.3 mol_weight_g_mol=116.2 homo_ev="-6.93 / -7.35" e_lumo_ev="0.61 / 0.60" total_charge=0 gap_ev="7.54 / 7.95" energy_ev=-10400.295
C -0.68 -0.26 -0.52
C 1.85 -0.15 2.00
C -1.14 0.31 -2.72
C -1.59 0.62 0.26
N 0.57 -0.02 -0.86
C 0.85 -0.99 1.28
O 0.94 1.30 -0.69
N 0.40 -2.12 1.55
H 1.78 1.35 -1.17
H -0.95 -1.30 -0.64
H 0.77 -2.57 2.40
H 1.42 0.83 2.24
H 2.71 0.03 1.35
H 2.20 -0.63 2.93
H -1.74 0.19 1.26
H -1.20 1.63 0.36
H -1.12 1.40 -2.67
H -0.39 -0.13 -3.37
H -2.12 -0.15 -2.75
H -2.56 0.67 -0.24

***

40
Properties=species:S:1:pos:R:3 method="wB97M-V/def2-TZVPD" e_above_lowest_kj_mol=213.5 mol_weight_g_mol=268.4 homo_ev=-7.72 smiles=c1cc[nH]c1.c1cc[nH]c1.c1cc[nH]c1.c1cc[nH]c1 e_lumo_ev=0.58 total_charge=0 gap_ev=8.29 energy_ev=-22874.973
C 1.66 -0.79 2.35
C 1.52 0.50 2.85
C 0.82 1.19 1.87
N 0.74 0.46 0.75
C 1.33 -0.77 1.01
H 1.94 -1.63 2.96
H 1.82 0.82 3.83
H 0.31 2.13 2.04
H 0.13 0.61 -0.04
H 1.20 -1.58 0.31
C -3.78 1.12 3.49
C -3.13 0.71 4.64
C -2.04 -0.03 4.14
N -1.96 0.00 2.79
C -3.10 0.66 2.37
H -4.69 1.70 3.49
H -3.39 0.83 5.68
H -1.17 -0.53 4.54
H -1.28 -0.40 2.16
H -3.34 0.84 1.33
C -1.80 0.28 -1.05
C -1.54 -1.12 -0.88
C -0.54 -1.40 -1.75
N -0.28 -0.35 -2.51
C -1.01 0.73 -2.11
H -2.57 0.86 -0.56
H -2.01 -1.84 -0.22
H -0.07 -2.34 -1.99
H 0.47 -0.36 -3.19
H -0.92 1.73 -2.51
C 2.77 -0.05 -2.41
C 2.58 0.94 -3.34
C 2.53 0.37 -4.58
N 2.65 -0.96 -4.45
C 2.75 -1.29 -3.09
H 2.82 0.10 -1.34
H 2.59 1.98 -3.05
H 2.50 0.76 -5.59
H 2.72 -1.58 -5.25
H 2.76 -2.29 -2.69

***

16
Properties=species:S:1:pos:R:3 method="wB97M-V/def2-TZVPD" e_above_lowest_kj_mol=452.9 mol_weight_g_mol=123.2 homo_ev=-9.05 e_lumo_ev=0.61 total_charge=0 gap_ev=9.67 energy_ev=-19673.719
C -1.46 -1.05 0.89
C 0.61 1.28 -0.98
C 0.62 -0.20 -1.24
N 0.64 0.02 1.96
O 1.00 -2.32 0.91
O -0.78 1.65 -1.17
S 0.33 -1.02 0.85
H -1.62 -0.65 -0.11
H -1.68 -2.10 0.92
H -1.83 -0.27 1.55
H 0.84 1.51 0.05
H 1.33 1.67 -1.72
H 1.53 -0.58 -1.61
H -0.33 -0.37 -1.68
H 1.70 -0.10 2.16
H -0.89 2.52 -0.77

***

14
Properties=species:S:1:pos:R:3 method="wB97M-V/def2-TZVPD" e_above_lowest_kj_mol=98.3 mol_weight_g_mol=88.1 homo_ev=-9.16 smiles="CNC(=O)CN" e_lumo_ev=0.88 total_charge=0 gap_ev=10.04 energy_ev=-8268.307
C -0.30 2.36 0.10
N -0.46 0.98 0.55
C 0.35 -0.02 0.04
O 1.33 0.23 -0.64
C -0.08 -1.43 0.45
N -0.61 -2.11 -0.71
H -1.00 2.57 -0.71
H 0.68 2.43 -0.37
H -0.51 3.02 0.93
H -0.78 0.83 1.49
H 0.80 -1.92 0.85
H -0.82 -1.32 1.25
H -1.56 -2.43 -0.60
H -0.08 -2.93 -0.98

***

65
Properties=species:S:1:pos:R:3 method="wB97M-V/def2-TZVPD" e_above_lowest_kj_mol=0.0 mol_weight_g_mol=685.3 homo_ev=-3.22 e_lumo_ev=3.56 total_charge=-2 gap_ev=6.78 energy_ev=-76271.703
Sn 0.19 0.18 -2.64
O 4.13 1.34 -3.27
C 2.93 1.26 -3.08
O 2.24 0.17 -3.23
C 2.12 2.51 -2.61
O 2.67 3.59 -2.49
O 0.87 2.27 -2.38
C 2.92 -2.60 -1.95
C 2.01 -3.03 -3.05
N 0.82 -2.55 -3.34
C 0.35 -3.31 -4.40
C 1.27 -4.27 -4.73
N 2.31 -4.07 -3.86
C 1.38 -5.39 -5.73
O 0.41 -5.54 -6.52
O 2.43 -6.06 -5.66
C -1.00 -3.05 -4.99
O -1.35 -3.82 -6.00
O -1.72 -2.17 -4.57
H 2.63 -1.62 -1.59
H 3.95 -2.54 -2.30
H 2.86 -3.31 -1.12
H 3.13 -4.65 -3.90
H -0.62 -4.54 -6.24
C 0.10 -3.41 5.92
C -0.14 -2.42 7.03
O -0.24 -2.76 8.19
S -0.27 -0.68 6.66
C -0.01 -0.57 4.91
C 1.28 -0.49 4.40
C 1.47 -0.41 3.03
C 0.39 -0.40 2.15
C -0.91 -0.45 2.68
C -1.11 -0.53 4.05
C 0.57 -0.30 0.74
C 0.68 -0.23 -0.47
H -0.40 -4.34 6.18
H 1.17 -3.61 5.87
H -0.23 -3.05 4.95
H 2.12 -0.49 5.07
H 2.47 -0.35 2.62
H -1.75 -0.39 2.00
H -2.11 -0.57 4.45
C 1.38 3.24 0.83
C 0.10 4.01 1.12
C -1.09 3.09 1.38
S -1.71 2.20 -0.08
O -2.79 1.32 0.47
C -2.54 3.62 -0.91
C -4.06 3.60 -0.74
C -4.53 4.00 0.66
H 2.22 3.91 0.65
H 1.27 2.62 -0.06
H 1.63 2.58 1.67
H -0.11 4.69 0.29
H 0.23 4.64 2.00
H -1.95 3.61 1.80
H -0.81 2.29 2.06
H -2.27 3.53 -1.96
H -2.11 4.55 -0.52
H -4.42 2.59 -0.96
H -4.49 4.27 -1.48
H -4.20 3.26 1.39
H -5.62 4.05 0.69
H -4.14 4.98 0.94

***

6
Properties=species:S:1:pos:R:3 method="wB97M-V/def2-TZVPD" e_above_lowest_kj_mol=71.4 mol_weight_g_mol=47.0 homo_ev=-2.55 smiles=[O-]CO e_lumo_ev=5.03 total_charge=-1 gap_ev=7.59 energy_ev=-5179.585
O -0.04 -1.08 -0.90
C -0.35 -0.23 0.11
O 0.50 1.02 -0.18
H -1.43 0.02 0.38
H 0.11 -0.28 1.08
H 1.21 0.55 -0.49

***

11
Properties=species:S:1:pos:R:3 method="wB97M-V/def2-TZVPD" e_above_lowest_kj_mol=53.0 mol_weight_g_mol=61.1 homo_ev=-9.78 smiles=NCCO e_lumo_ev=0.97 total_charge=0 gap_ev=10.76 energy_ev=-5724.693
N -1.40 0.28 0.16
C -0.47 -0.21 -0.84
C 0.97 0.03 -0.35
O 1.11 -0.16 1.05
H -1.52 1.28 0.04
H -2.33 -0.10 0.03
H -0.48 0.29 -1.81
H -0.62 -1.27 -1.04
H 1.18 1.10 -0.55
H 1.71 -0.58 -0.88
H 0.20 -0.18 1.39

***

81
Properties=species:S:1:pos:R:3 method="wB97M-V/def2-TZVPD" e_above_lowest_kj_mol=316.7 mol_weight_g_mol=654.7 homo_ev=-9.27 e_lumo_ev=-1.21 total_charge=0 gap_ev=8.06 energy_ev=-68071.992
C 6.20 -1.73 0.60
C 5.81 -0.28 -0.04
N 5.45 0.79 0.97
O 4.60 0.36 1.92
S 3.07 0.11 1.18
O 2.88 -1.46 1.24
O 1.84 0.92 2.05
C 0.54 0.69 1.38
C 0.39 1.42 -0.08
C -0.83 0.73 -0.93
C -0.38 -0.53 -1.89
N -1.10 -1.83 -1.59
C -0.46 -2.61 -0.46
C -1.41 -2.90 0.89
O 0.81 -3.07 -0.44
H 5.98 -1.85 1.75
H 5.57 -2.56 0.01
H 7.36 -1.93 0.47
H 5.02 -0.45 -0.88
H 6.79 0.12 -0.60
H 4.90 1.55 0.46
H 0.32 -0.48 1.34
H -0.28 1.20 2.08
H 1.35 1.40 -0.75
H 0.14 2.56 0.10
H -1.68 0.44 -0.18
H -1.26 1.58 -1.64
H -0.69 -0.23 -3.00
H 0.80 -0.65 -1.93
H -2.12 -1.69 -1.39
H -0.86 -2.58 1.89
H -2.44 -2.33 0.77
H -1.68 -4.05 0.99
C 3.24 4.60 0.27
C 4.58 4.32 0.55
C 5.56 4.60 -0.40
C 5.21 5.13 -1.64
C 3.87 5.38 -1.93
C 2.88 5.12 -0.97
C 3.47 5.90 -3.26
O 2.30 6.12 -3.52
C 4.52 6.14 -4.28
C 4.16 6.57 -5.56
C 5.14 6.81 -6.52
C 6.48 6.63 -6.20
C 6.85 6.19 -4.93
C 5.86 5.93 -3.97
C 6.26 5.43 -2.63
O 7.44 5.27 -2.36
H 2.47 4.39 1.02
H 4.86 3.90 1.52
H 6.61 4.39 -0.17
H 1.83 5.33 -1.19
H 3.11 6.72 -5.81
H 4.85 7.15 -7.51
H 7.25 6.82 -6.95
H 7.90 6.04 -4.69
C -8.69 -1.60 3.96
C -9.75 -2.49 4.16
C -9.58 -3.84 3.88
C -8.36 -4.31 3.37
C -7.32 -3.42 3.15
C -7.48 -2.06 3.45
C -6.04 -3.90 2.57
O -5.12 -3.11 2.37
C -5.90 -5.32 2.22
C -4.72 -5.78 1.62
C -4.57 -7.13 1.30
C -5.59 -8.03 1.59
C -6.77 -7.58 2.19
C -6.93 -6.22 2.49
C -8.20 -5.75 3.09
O -9.10 -6.54 3.34
H -8.81 -0.54 4.19
H -10.70 -2.12 4.55
H -10.41 -4.53 4.04
H -6.66 -1.36 3.29
H -3.91 -5.08 1.40
H -3.65 -7.48 0.83
H -5.47 -9.08 1.35
H -7.57 -8.29 2.40